No. 1
The following is a quantum chemistry calculation of a molecular structure, C3HCoFO3 at a distorted geometry, from the Open Molecules 2025 dataset.

Element x y z (Å)
O: -0.8394 0.9297 0.7439
C: -1.4434 0.4607 -0.3351
C: 0.5026 0.4132 0.7731
O: -2.5602 0.7523 -0.6897
O: -0.6013 -0.3023 -1.0537
C: 0.5491 -0.5945 -0.2702
H: 0.7691 0.1185 1.7932
Co: 2.2600 0.3017 -0.6649
F: 1.3636 -2.0793 -0.2967

Results
M	162.97	g/mol
LUMO (alpha / beta)	-1.63 / -1.95	eV
spin multiplicity	4
gap between HOMO and LUMO (alpha / beta)	6.028 / 7.819	eV
<S²>	3.768
total energy	-49608.1606	eV



No. 2
The following is a quantum chemistry calculation of a molecular structure, C3HErO at a distorted geometry, from the Open Molecules 2025 dataset.

Element x y z (Å)
O: 0.0159 0.0939 0.2486
C: 0.9159 -0.1850 -0.5014
C: 1.7632 -1.2133 -0.8306
C: 2.9407 -1.0909 -0.4512
H: 3.9694 -1.1403 -0.1211
Er: -2.2036 1.0724 0.7344

Results
charge	+3
M	220.30	g/mol
LUMO (alpha / beta)	-16.63 / -17.50	eV
spin multiplicity	5
gap between HOMO and LUMO (alpha / beta)	4.743 / 8.837	eV
<S²>	6.003
total energy	-32751.2200	eV



No. 3
The following is a quantum chemistry calculation of a gas-phase ion, C3HF2O2S (charge -1) at a distorted geometry, from the Open Molecules 2025 dataset.

Element x y z (Å)
C: 0.4861 -0.8235 0.0816
C: -0.6732 -0.8382 -0.2669
C: -2.0868 -0.8840 -0.6409
O: -2.7078 -1.7753 -1.2177
S: -3.3280 0.4034 0.2485
O: -4.6089 -0.1432 -0.0877
F: -3.9471 2.1268 -0.5183
F: -2.6391 -0.7264 1.5238
H: 1.5301 -1.0595 0.3607

Results
ΔE to the lowest compared entry with this formula, charge and spin	1.307	eV
charge	-1
M	139.10	g/mol
LUMO	3.54	eV
SMILES	C#CC([O-])=S(=O)(F)F
gap between HOMO and LUMO	7.961	eV
total energy	-23489.9489	eV



No. 4
The following is a quantum chemistry calculation of a single C3HF3O molecule at a distorted geometry, from the Open Molecules 2025 dataset.

Element x y z (Å)
C: -1.3182 1.4567 -0.5308
C: -0.3937 0.5055 -0.4321
C: 0.8879 -0.2975 -0.2044
O: -1.5361 -0.0119 0.2351
F: 1.7755 -0.3503 -1.2068
F: 0.5100 -1.6293 0.0569
F: 1.5210 0.0990 0.9104
H: -1.4464 0.2279 1.1717

Results
ΔE to the lowest compared entry with this formula, charge and spin	4.556	eV
M	110.03	g/mol
LUMO	0.38	eV
gap between HOMO and LUMO	11.045	eV
total energy	-13321.8731	eV



No. 5
The following is a quantum chemistry calculation of a gas-phase ion, C3HF6N2 (charge +1) at a distorted geometry, from the Open Molecules 2025 dataset.

Element x y z (Å)
N: -1.9529 0.5231 -1.5935
N: -1.0964 0.4346 -0.9122
C: -0.1122 0.4372 -0.0246
C: -0.6114 -0.3863 1.3321
F: -1.4682 0.2747 1.9664
F: 0.4314 -0.7074 2.0930
F: -1.2961 -1.4454 0.8944
C: 1.2901 -0.0177 -0.8676
F: 1.9336 -0.8322 -0.1312
F: 2.0257 1.0442 -1.1856
F: 0.8494 -0.7273 -1.9031
H: 0.0071 1.4024 0.3318

Results
charge	+1
M	179.04	g/mol
LUMO	-6.61	eV
SMILES	N#[N+]C(C(F)(F)F)C(F)(F)F
gap between HOMO and LUMO	12.102	eV
total energy	-22402.2847	eV



No. 6
The following is a quantum chemistry calculation of a single C3HIN2 molecule at a distorted geometry, from the Open Molecules 2025 dataset.

Element x y z (Å)
C: 0.8806 0.9792 -0.0121
C: -1.4879 0.5399 0.2876
C: -0.1461 0.1227 0.1819
N: 1.7308 1.7116 0.0503
N: -2.5138 0.9604 0.6130
I: 0.0927 -1.8775 -0.9953
H: 1.4437 -2.4362 -0.1255

Results
ΔE to the lowest compared entry with this formula, charge and spin	3.026	eV
M	191.96	g/mol
LUMO (alpha / beta)	-1.92 / -1.92	eV
gap between HOMO and LUMO (alpha / beta)	6.802 / 6.801	eV
total energy	-14203.0945	eV